Computed, not measured: a cluster of 9 separate species, C45H96F9N5O7 in total at a distorted geometry, with wB97M-V/def2-TZVPD.

For the LUMO energy, the calculation gives 0.270 eV. As for the SMILES: CCOC(=O)C(F)(F)F.CCOC(=O)C(F)(F)F.CCOC(=O)C(F)(F)F.CCN(CC)CC.CCN(CC)CC.CCN(CC)CC.CCN(CC)CC.CCN(CC)CC.CC(C)=O. The highest occupied orbital energy comes out at -8.00 eV.

The geometry in XYZ format:
```
162
C45H96F9N5O7 (wB97M-V/def2-TZVPD)
C 0.965 3.137 -1.094
C 1.038 1.675 -0.525
N -0.317 1.174 -0.153
C -1.056 1.799 0.991
C -0.335 1.699 2.333
C -1.206 0.970 -1.309
C -2.425 0.064 -1.116
H 0.452 3.822 -0.419
H 0.344 3.285 -1.978
H 1.929 3.577 -1.349
H 1.382 1.009 -1.317
H 1.701 1.553 0.332
H -1.539 2.738 0.722
H -2.007 1.290 1.148
H -0.988 1.845 3.193
H 0.204 0.755 2.411
H 0.452 2.452 2.373
H -0.677 0.610 -2.192
H -1.741 1.875 -1.597
H -2.259 -0.961 -0.783
H -3.014 -0.012 -2.030
H -3.161 0.505 -0.445
C -10.574 1.464 -0.563
C -9.655 2.629 -0.254
N -8.964 3.240 -1.379
C -7.937 4.192 -0.888
C -7.216 5.028 -1.971
C -9.763 3.730 -2.524
C -10.707 4.871 -2.180
H -11.358 1.635 -1.301
H -11.095 1.122 0.331
H -9.928 0.680 -0.959
H -10.155 3.434 0.284
H -8.927 2.300 0.488
H -8.400 4.892 -0.192
H -7.257 3.616 -0.259
H -6.504 5.634 -1.410
H -6.668 4.330 -2.603
H -7.862 5.670 -2.570
H -10.314 2.896 -2.959
H -9.019 3.959 -3.287
H -11.557 4.578 -1.564
H -11.177 5.275 -3.077
H -10.130 5.709 -1.789
C 10.628 5.024 11.090
C 10.198 5.762 9.846
N 9.408 4.871 8.951
C 7.961 4.939 9.259
C 7.117 3.878 8.629
C 9.559 5.275 7.527
C 11.024 4.977 7.009
H 9.788 4.682 11.695
H 11.339 5.659 11.619
H 11.204 4.139 10.820
H 9.648 6.694 9.981
H 11.096 5.986 9.270
H 7.833 4.784 10.330
H 7.558 5.940 9.107
H 6.124 3.892 9.078
H 7.057 3.987 7.546
H 7.513 2.867 8.723
H 9.136 6.260 7.329
H 8.945 4.579 6.955
H 11.303 3.988 7.374
H 11.732 5.751 7.305
H 11.052 4.986 5.920
C 1.486 -6.965 -9.250
C 0.694 -5.993 -10.105
N -0.768 -6.103 -9.967
C -1.542 -5.082 -10.701
C -1.459 -5.408 -12.223
C -1.281 -6.154 -8.573
C -1.303 -4.789 -7.815
H 1.171 -7.987 -9.459
H 1.438 -6.677 -8.199
H 2.537 -6.879 -9.523
H 1.125 -5.029 -9.835
H 0.885 -6.230 -11.152
H -1.314 -4.035 -10.500
H -2.596 -5.167 -10.436
H -2.173 -4.838 -12.818
H -1.641 -6.467 -12.406
H -0.499 -5.157 -12.673
H -2.313 -6.504 -8.577
H -0.713 -6.829 -7.932
H -1.377 -5.089 -6.769
H -0.362 -4.250 -7.925
H -2.127 -4.144 -8.121
C -1.984 -7.478 5.976
C -1.969 -7.860 4.493
N -3.299 -7.775 3.795
C -3.857 -6.415 3.676
C -2.822 -5.350 3.434
C -3.231 -8.360 2.499
C -4.581 -8.817 1.968
H -1.022 -7.729 6.423
H -2.705 -7.995 6.609
H -2.099 -6.395 6.037
H -1.238 -7.292 3.917
H -1.547 -8.856 4.361
H -4.540 -6.441 2.827
H -4.429 -6.216 4.583
H -3.291 -4.401 3.173
H -2.288 -5.001 4.318
H -2.218 -5.545 2.548
H -2.523 -9.189 2.487
H -2.740 -7.629 1.857
H -4.786 -9.671 2.614
H -4.603 -9.227 0.958
H -5.368 -8.064 1.990
C -0.021 7.403 9.487
C -0.393 7.219 8.016
O -0.768 8.516 7.465
C -1.365 8.562 6.283
O -1.707 7.557 5.623
C -1.739 9.975 5.818
F -3.029 10.085 5.656
F -1.294 10.895 6.708
F -1.121 10.239 4.647
H -0.887 7.757 10.046
H 0.850 8.044 9.626
H 0.249 6.443 9.926
H -1.129 6.423 7.905
H 0.475 6.958 7.411
C 5.898 -0.734 -5.129
C 6.997 -0.782 -4.017
O 7.378 0.492 -3.631
C 7.556 0.909 -2.375
O 7.504 0.198 -1.391
C 8.040 2.369 -2.289
F 7.999 2.986 -3.476
F 7.221 3.037 -1.498
F 9.305 2.356 -1.735
H 6.180 -0.096 -5.966
H 4.935 -0.410 -4.735
H 5.728 -1.731 -5.535
H 7.890 -1.248 -4.432
H 6.655 -1.430 -3.210
C 3.861 -4.536 2.582
C 3.573 -4.755 1.097
O 3.262 -6.126 0.796
C 2.851 -6.469 -0.483
O 2.663 -5.638 -1.361
C 2.614 -7.987 -0.829
F 3.686 -8.580 -1.365
F 2.408 -8.728 0.259
F 1.605 -8.153 -1.651
H 4.253 -3.549 2.826
H 4.588 -5.272 2.925
H 3.029 -4.619 3.281
H 4.412 -4.432 0.480
H 2.780 -4.124 0.696
C -4.076 2.569 -10.489
C -3.812 2.309 -8.996
O -2.660 2.289 -8.539
C -4.939 2.192 -8.020
H -3.771 1.726 -11.109
H -3.510 3.464 -10.748
H -5.123 2.759 -10.727
H -5.562 3.082 -8.119
H -4.517 2.097 -7.019
H -5.544 1.304 -8.203
```

Computed, not measured: the molecule C5HBrI3NO3S at a distorted geometry, with wB97M-V/def2-TZVPD.

For the LUMO energy, the calculation gives -1.696 eV. The highest occupied orbital energy comes out at -8.81 eV.

The geometry in XYZ format:
```
15
C5HBrI3NO3S (wB97M-V/def2-TZVPD)
C 0.094 0.146 -1.359
C 1.354 -0.048 -0.749
C 1.204 -0.575 0.474
C -1.039 -0.268 -0.680
C -0.065 0.976 -2.500
N 0.019 -1.073 0.832
O 0.850 1.233 -3.251
O -1.997 -1.526 2.336
O 0.120 -0.771 3.328
S -0.792 -0.762 2.241
Br 2.566 -0.568 1.827
I 3.134 0.825 -1.432
I -2.980 -0.475 -0.595
I -1.325 1.664 2.105
H -1.143 1.223 -2.578
```

Computed, not measured: a cluster of 3 separate species, C5H5NO in total at a distorted geometry, with wB97M-V/def2-TZVPD.

For the LUMO energy (spin up / spin down), the calculation gives -0.720 / -0.721 eV. The highest occupied orbital energy (spin up / spin down) comes out at -9.04 / -9.04 eV.

The geometry in XYZ format:
```
12
C5H5NO (wB97M-V/def2-TZVPD)
O 0.671 1.600 1.850
C 0.812 0.968 0.886
C 0.498 0.496 -0.395
C 0.167 -0.965 -0.035
C -0.751 -0.220 -0.949
C -2.102 0.109 -0.537
N -3.173 0.363 -0.179
H 1.985 -0.448 1.037
H 1.332 0.557 -1.092
H -0.324 -1.024 0.947
H 1.516 -1.132 0.494
H -0.630 -0.303 -2.029
```

Computed, not measured: a cluster of 2 separate species, C9H14 in total at a distorted geometry, with wB97M-V/def2-TZVPD.

For the LUMO energy, the calculation gives 0.980 eV. As for the SMILES: Cc1ccccc1.CC. The highest occupied orbital energy comes out at -8.97 eV.

The geometry in XYZ format:
```
23
C9H14 (wB97M-V/def2-TZVPD)
C -0.885 2.426 2.484
C -1.041 1.218 3.305
H 0.067 2.815 2.668
H -1.048 2.044 1.455
H -1.559 3.293 2.487
H -0.183 0.594 3.094
H -1.838 0.542 3.044
H -1.013 1.425 4.264
C -1.470 0.211 -2.319
C 1.496 0.032 -0.024
C 1.790 -1.319 0.058
C 0.441 0.512 -0.855
C -0.375 -0.378 -1.574
C 0.971 -2.193 -0.726
C -0.058 -1.685 -1.525
H 2.178 0.904 0.422
H 2.740 -1.658 0.486
H 0.194 1.508 -0.789
H 1.079 -3.204 -0.517
H -1.481 -0.184 -3.373
H -1.347 1.263 -2.381
H -0.640 -2.402 -2.141
H -2.359 0.109 -1.663
```

Computed, not measured: a structure of composition C62H55BrIIrN4O4STe, with wB97M-V/def2-TZVPD.

For the LUMO energy (spin up / spin down), the calculation gives -8.416 / -10.013 eV. The spin multiplicity is 2. The highest occupied orbital energy (spin up / spin down) comes out at -14.58 / -14.57 eV. Its expectation value of S² is 0.759. The charge is +3.

The geometry in XYZ format:
```
130
C62H55BrIIrN4O4STe (wB97M-V/def2-TZVPD)
Ir -0.318 -0.064 0.154
C 5.014 4.080 1.000
C 4.119 2.919 0.666
C 4.493 1.609 0.952
C 3.656 0.535 0.698
C 4.106 -0.840 1.124
O 4.211 -1.069 2.312
C 4.395 -1.868 0.097
C 4.817 -3.130 0.521
C 5.101 -4.113 -0.409
C 4.969 -3.841 -1.768
C 4.558 -2.587 -2.196
C 4.273 -1.599 -1.266
C 2.406 0.764 0.110
O 1.592 -0.289 -0.123
C 2.038 2.062 -0.257
C 2.892 3.126 0.055
C 0.720 2.384 -0.860
N -0.340 1.984 -0.172
C -1.455 2.960 -0.055
C -2.857 2.415 0.213
Te -3.629 2.955 2.143
C -4.483 1.168 2.728
C -5.563 1.247 3.608
C -6.188 0.078 4.014
C -5.734 -1.148 3.545
C -4.649 -1.222 2.676
C -4.013 -0.064 2.271
C 0.677 3.113 -2.142
C -0.474 3.087 -2.954
C -0.483 3.673 -4.201
C 0.662 4.292 -4.693
C 1.827 4.266 -3.947
C 1.841 3.670 -2.698
H 5.943 3.742 1.453
H 4.528 4.762 1.698
H 5.266 4.649 0.105
H 5.455 1.419 1.415
H 4.937 -3.314 1.580
H 5.444 -5.086 -0.084
H 5.202 -4.608 -2.494
H 4.477 -2.376 -3.253
H 3.970 -0.615 -1.602
H 2.578 4.140 -0.161
H -1.486 3.583 -0.938
H -1.155 3.640 0.751
H -2.966 1.344 0.072
H -3.586 2.895 -0.443
H -5.923 2.203 3.969
H -7.032 0.127 4.688
H -6.230 -2.055 3.861
H -4.307 -2.185 2.317
H -3.170 -0.127 1.593
H -1.362 2.555 -2.642
H -1.383 3.642 -4.800
H 0.648 4.762 -5.667
H 2.736 4.701 -4.341
H 2.776 3.629 -2.165
C -0.419 -3.665 8.403
C -0.899 -2.459 7.647
C -1.902 -2.554 6.688
C -2.358 -1.432 6.011
C -1.815 -0.187 6.290
N -2.362 0.941 5.600
C -1.762 2.064 5.169
O -2.404 3.058 4.827
N -0.371 2.026 5.084
C 0.213 1.056 4.232
C 1.246 0.231 4.660
C 1.700 -0.752 3.808
C 1.154 -0.874 2.549
N 0.193 -0.048 2.102
C -0.262 0.910 2.935
C -0.830 -0.063 7.262
C -0.377 -1.194 7.919
H -0.810 -4.585 7.973
H -0.742 -3.619 9.443
H 0.670 -3.722 8.404
H -2.347 -3.518 6.476
H -3.151 -1.523 5.276
H -3.371 0.967 5.531
H 0.084 2.925 5.150
H 1.668 0.353 5.648
H 2.499 -1.419 4.095
H 1.528 -1.604 1.852
H -1.026 1.573 2.551
H -0.444 0.910 7.534
H 0.377 -1.085 8.689
Br -5.466 0.039 -0.831
C -4.743 0.678 -2.455
C -5.567 1.425 -3.287
C -5.107 1.843 -4.526
C -3.827 1.513 -4.947
C -2.992 0.782 -4.117
C -3.448 0.379 -2.867
I -2.170 -0.860 -1.754
H -6.575 1.653 -2.970
H -5.763 2.410 -5.171
H -3.482 1.809 -5.928
H -1.995 0.519 -4.446
O -0.292 -2.124 -0.035
S -0.243 -3.387 0.877
C 1.366 -4.102 0.377
C 1.319 -5.024 -0.799
C 1.387 -6.402 -0.619
C 1.332 -7.251 -1.715
C 1.207 -6.725 -2.993
C 1.145 -5.349 -3.178
C 1.206 -4.499 -2.085
C -1.422 -4.514 0.118
C -2.796 -4.455 0.726
C -3.896 -4.191 -0.084
C -5.182 -4.257 0.437
C -5.373 -4.591 1.769
C -4.277 -4.841 2.587
C -2.993 -4.768 2.069
H 1.770 -4.571 1.275
H 1.944 -3.201 0.159
H 1.496 -6.814 0.378
H 1.395 -8.321 -1.572
H 1.171 -7.387 -3.848
H 1.065 -4.941 -4.177
H 1.187 -3.424 -2.227
H -0.971 -5.504 0.228
H -1.412 -4.272 -0.946
H -3.753 -3.984 -1.138
H -6.033 -4.080 -0.207
H -6.376 -4.681 2.165
H -4.423 -5.127 3.621
H -2.147 -5.005 2.706
```

Computed, not measured: a cluster of 40 separate species, H80O40 in total at a distorted geometry, with wB97M-V/def2-TZVPD.

For the LUMO energy (spin up / spin down), the calculation gives -3.363 / -8.705 eV. The spin multiplicity is 2. The highest occupied orbital energy (spin up / spin down) comes out at -12.66 / -12.58 eV. Its expectation value of S² is 0.758. The charge is +1.

The geometry in XYZ format:
```
120
H80O40 (wB97M-V/def2-TZVPD)
H -1.311 5.122 -0.952
H -0.892 6.091 -2.080
O -1.157 6.035 -1.133
H -2.243 0.173 6.175
H -3.545 0.764 5.478
O -3.254 0.280 6.249
H 3.111 -4.366 2.770
H 2.305 -4.061 3.979
O 2.932 -4.701 3.721
H -2.239 4.950 -4.018
H -1.504 3.515 -3.709
O -1.346 4.431 -3.776
H -2.776 -1.271 -2.517
H -2.991 0.073 -2.193
O -3.321 -0.702 -1.797
H 2.407 -2.180 1.406
O 3.065 -2.764 1.779
H 5.133 2.934 -0.612
O 5.136 2.997 0.362
H -2.532 3.644 2.246
H -3.982 4.361 1.833
O -3.075 4.235 1.723
H 4.625 -3.925 -1.751
H 3.547 -3.020 -2.212
O 4.171 -3.706 -2.533
H 0.189 3.434 0.036
H 1.334 2.957 -1.089
O 0.630 2.659 -0.442
H 1.473 2.022 -3.118
H 1.578 3.582 -3.118
O 1.814 2.774 -2.760
H -2.661 2.371 -3.493
O -2.640 2.274 -2.411
H -1.806 2.603 0.857
H -2.785 3.052 -0.175
O -1.974 2.657 0.006
H 2.610 0.860 5.348
H 2.022 0.392 6.583
O 2.901 0.539 6.198
H -1.778 -3.019 -3.984
H -1.340 -1.624 -4.658
O -1.860 -2.006 -3.960
H 3.363 -0.335 -0.324
H 3.117 -0.087 1.266
O 3.779 -0.656 0.604
H -4.940 1.672 -0.709
H -4.484 3.044 -1.073
O -4.928 2.560 -0.292
H 0.368 -2.014 -2.292
H 1.270 -0.905 -1.926
O 1.321 -1.799 -2.275
H 0.530 -1.532 0.537
O 0.794 -1.280 1.393
H -0.482 3.391 4.520
H 0.291 2.316 4.271
O -0.673 2.440 4.427
H 1.436 -0.560 4.097
O 0.735 0.106 3.829
H 1.327 -3.773 -3.855
H 2.097 -2.542 -3.981
O 1.640 -3.157 -4.551
H 6.344 -0.999 0.809
H 5.304 0.088 0.797
O 6.089 -0.240 1.299
H -3.048 -0.317 -5.252
H -3.892 0.714 -4.569
O -3.177 0.110 -4.473
H 1.412 0.927 2.462
H 1.795 1.190 1.004
O 2.084 0.850 1.802
H 0.478 1.980 -4.910
H -0.429 2.715 -5.908
O -0.355 2.377 -5.083
H -1.988 -3.554 3.650
H -1.853 -4.794 4.449
O -1.777 -4.510 3.458
H 0.924 0.782 -0.956
H -0.603 1.188 -0.851
O -0.167 0.580 -1.407
H 0.054 -5.110 -1.804
H -0.564 -3.836 -2.263
O -0.172 -4.581 -2.577
H -5.694 -1.136 -2.148
H -6.747 -1.802 -1.098
O -6.236 -0.956 -1.312
H 4.753 3.813 3.178
H 3.305 4.053 2.491
O 3.934 4.197 3.291
H -4.432 0.629 0.399
O -4.032 -0.237 0.575
H 5.201 -1.238 -3.983
H 5.134 0.206 -3.655
O 5.068 -0.720 -3.270
H 0.150 -0.488 1.428
H 3.482 -2.265 2.556
H -0.009 -0.509 3.658
H 5.831 2.554 0.800
H -1.776 2.080 -2.250
H -3.495 -0.576 -0.253
O -1.659 -2.819 0.246
H -2.217 -3.522 0.735
H -2.454 -2.520 -0.311
O 3.823 -1.407 4.075
H 4.330 -1.914 4.810
H 4.719 -1.061 3.636
O -3.708 0.310 3.283
H -3.608 -0.688 3.345
H -4.273 0.441 2.427
O -0.339 -2.311 3.079
H -1.239 -2.237 2.641
H 0.277 -2.909 2.394
O -1.399 -0.008 1.349
H -2.322 -0.170 1.084
H -1.630 0.356 2.289
O -3.965 -3.471 -0.437
H -4.251 -3.426 -1.260
H -4.011 -4.579 -0.064
O 2.827 -0.539 -5.214
H 2.786 -1.272 -5.836
H 2.878 -0.749 -4.281
```

Computed, not measured: the molecule C4H7BrS2 at a distorted geometry, with wB97M-V/def2-TZVPD.

For the LUMO energy, the calculation gives -0.586 eV. As for the SMILES: CC(C)SC(=S)Br. The highest occupied orbital energy comes out at -9.09 eV.

The geometry in XYZ format:
```
14
C4H7BrS2 (wB97M-V/def2-TZVPD)
C 0.031 2.123 -1.763
C 0.362 -1.754 -0.058
C -0.192 0.092 1.650
C -0.027 -0.357 0.159
S 0.643 3.302 -2.633
S 1.266 0.718 -0.738
Br -1.727 1.676 -1.563
H 0.522 -1.781 -1.085
H 1.227 -1.991 0.437
H -0.462 -2.473 0.282
H -0.071 1.178 1.712
H 0.638 -0.410 2.247
H -1.185 -0.224 1.865
H -1.024 -0.097 -0.512
```

Number 1: total energy -3471.28393 Eh. Number 2: total energy -4336.72697 Eh. Number 3: total energy -323.26399 Eh. Number 4: total energy -351.27010 Eh. Number 5: total energy -6556.92036 Eh. Number 6: total energy -3056.83990 Eh. Number 7: total energy -3526.91240 Eh.